No. 1
Density functional theory data (the ωB97M-V functional and the def2-TZVPD basis) for a cluster of 4 separate species, C15H40BrNO4Si in total.

Geometry as XYZ:
```
62
C15H40BrNO4Si, DFT the ωB97M-V functional and the def2-TZVPD basis
C -1.10 0.98 3.40
C -1.28 0.33 2.03
C -0.09 -0.43 1.42
Br 1.66 -0.02 2.26
Si 0.07 -0.14 -0.45
C -1.59 -0.51 -1.22
C -1.60 -0.22 -2.74
C 1.36 -1.26 -1.22
C 2.81 -0.77 -1.24
N 3.11 -0.16 -2.54
C 0.52 1.67 -0.72
O -0.61 2.47 -0.42
C -0.34 3.86 -0.39
H -2.04 1.46 3.70
H -0.34 1.76 3.37
H -0.83 0.26 4.17
H -1.63 1.10 1.33
H -2.09 -0.40 2.11
H -0.20 -1.50 1.61
H -2.38 0.04 -0.72
H -1.79 -1.57 -1.03
H -0.68 0.26 -3.09
H -1.73 -1.13 -3.32
H -2.42 0.45 -3.00
H 1.29 -2.23 -0.70
H 1.07 -1.47 -2.26
H 3.50 -1.61 -1.10
H 3.00 -0.08 -0.41
H 3.98 0.36 -2.52
H 2.39 0.50 -2.79
H 0.87 1.86 -1.75
H 1.37 1.93 -0.06
H -1.25 4.38 -0.69
H 0.46 4.12 -1.10
H -0.04 4.18 0.61
C 3.44 4.95 2.52
C 2.16 4.80 3.31
O 1.31 3.79 2.79
H 3.22 5.16 1.47
H 4.06 5.76 2.92
H 4.04 4.03 2.56
H 1.57 5.72 3.26
H 2.38 4.62 4.36
H 1.79 2.95 2.83
C -5.03 -3.39 -4.27
C -4.79 -2.34 -5.35
O -3.42 -1.95 -5.43
H -4.70 -3.02 -3.30
H -6.09 -3.63 -4.21
H -4.49 -4.31 -4.49
H -5.33 -1.43 -5.12
H -5.14 -2.70 -6.32
H -2.89 -2.73 -5.65
C 1.34 -3.79 3.94
C 1.88 -4.28 2.61
O 1.43 -3.50 1.52
H 0.25 -3.78 3.92
H 1.67 -4.42 4.76
H 1.68 -2.77 4.14
H 1.52 -5.29 2.41
H 2.97 -4.32 2.64
H 1.75 -2.59 1.65
```

Properties
Gap between HOMO and LUMO ... 9.54 eV
HOMO energy ... -9.0 eV
LUMO energy ... 0.50 eV
SMILES ... CC[C@H](Br)[Si@](CC)(CCN)COC.CCO.CCO.CCO
Energy ... -3814.70657 Eh

---

No. 2
Density functional theory data (the ωB97M-V functional and the def2-TZVPD basis) for a cluster of 5 separate species, C15H40O15S5 in total in a non-equilibrium geometry.

Geometry as XYZ:
```
75
C15H40O15S5, DFT the ωB97M-V functional and the def2-TZVPD basis
O 28.24 -28.94 7.39
S 28.12 -29.40 8.75
O 28.52 -28.59 9.86
O 26.58 -29.78 9.03
C 25.90 -30.56 8.01
C 24.44 -30.52 8.38
C 28.93 -31.02 8.89
H 26.27 -31.57 8.20
H 26.10 -30.21 7.00
H 24.08 -29.49 8.49
H 24.30 -30.97 9.37
H 23.77 -31.06 7.72
H 28.55 -31.41 9.83
H 29.99 -30.75 8.91
H 28.69 -31.58 8.00
O 17.51 -36.41 2.80
S 18.41 -36.82 3.81
O 18.11 -37.91 4.70
O 19.81 -37.11 3.07
C 20.95 -37.65 3.71
C 21.53 -38.83 2.92
C 18.87 -35.39 4.80
H 20.80 -37.88 4.76
H 21.74 -36.89 3.65
H 21.93 -39.57 3.62
H 22.39 -38.56 2.29
H 20.81 -39.28 2.23
H 18.86 -34.57 4.08
H 19.88 -35.47 5.21
H 18.20 -35.16 5.62
O 20.46 -37.56 8.68
S 19.88 -38.81 9.12
O 20.55 -39.70 10.02
O 18.43 -38.46 9.74
C 17.62 -39.56 10.20
C 16.32 -39.07 10.75
C 19.42 -39.68 7.60
H 18.16 -40.08 11.00
H 17.51 -40.23 9.35
H 15.76 -38.49 10.02
H 16.42 -38.53 11.69
H 15.64 -39.90 10.99
H 18.72 -39.17 6.94
H 19.13 -40.69 7.86
H 20.37 -39.68 7.06
O 23.45 -35.17 13.02
S 23.63 -33.90 13.66
O 24.84 -33.15 13.52
O 22.37 -32.98 13.19
C 22.57 -31.57 13.25
C 23.34 -30.98 12.07
C 23.26 -34.07 15.45
H 23.11 -31.28 14.16
H 21.60 -31.10 13.29
H 23.11 -29.92 11.98
H 22.85 -31.41 11.18
H 24.42 -31.11 12.00
H 22.89 -33.13 15.86
H 24.22 -34.35 15.87
H 22.53 -34.87 15.51
O 20.48 -33.49 10.82
S 19.98 -33.03 9.55
O 18.68 -32.38 9.43
O 21.08 -32.00 8.95
C 20.72 -31.26 7.79
C 20.64 -29.80 8.25
C 20.00 -34.33 8.30
H 19.75 -31.52 7.36
H 21.55 -31.39 7.09
H 19.91 -29.57 9.02
H 20.40 -29.13 7.42
H 21.62 -29.52 8.65
H 19.26 -34.28 7.51
H 19.88 -35.25 8.88
H 21.00 -34.39 7.87
```

Properties
Gap between HOMO and LUMO ... 11.13 eV
HOMO energy ... -10.9 eV
LUMO energy ... 0.19 eV
SMILES ... CCOS(C)(=O)=O.CCOS(C)(=O)=O.CCOS(C)(=O)=O.CCOS(C)(=O)=O.CCOS(C)(=O)=O
Energy ... -3714.95314 Eh

---

No. 3
Density functional theory data (the ωB97M-V functional and the def2-TZVPD basis) for a structure of composition C15H41AlClN3O3P.

Geometry as XYZ:
```
65
C15H41AlClN3O3P, DFT the ωB97M-V functional and the def2-TZVPD basis
C 5.60 0.53 0.86
C 5.66 -0.98 0.56
C 4.60 -1.36 -0.47
Cl 5.08 -2.93 -1.29
Al 2.71 -1.42 0.26
N 2.76 -1.22 2.11
C 1.62 -3.01 -0.33
O 2.08 -4.29 0.16
C 2.33 -5.25 -0.82
P 1.60 0.52 -0.62
C 1.16 -0.10 -2.33
C -0.06 0.32 0.21
H 6.55 1.02 0.67
H 5.32 0.73 1.90
H 4.84 1.03 0.24
H 5.48 -1.52 1.49
H 6.65 -1.27 0.22
H 4.66 -0.63 -1.29
H 3.44 -1.81 2.58
H 1.86 -1.48 2.53
H 1.52 -3.06 -1.43
H 0.58 -2.89 0.03
H 2.74 -4.80 -1.73
H 3.06 -5.97 -0.44
H 1.41 -5.80 -1.10
H 2.04 -0.55 -2.80
H 0.38 -0.87 -2.28
H 0.81 0.71 -2.97
H -0.53 -0.63 -0.06
H -0.75 1.13 -0.05
H 0.09 0.32 1.29
C -3.08 2.51 -5.96
C -2.94 3.04 -4.54
C -1.90 2.29 -3.70
O -2.31 1.01 -3.29
C -2.03 -0.05 -4.18
N -4.26 3.08 -3.91
H -3.62 1.57 -5.97
H -3.64 3.22 -6.57
H -2.10 2.34 -6.42
H -2.58 4.08 -4.60
H -1.73 2.86 -2.78
H -0.94 2.23 -4.23
H -1.11 0.14 -4.74
H -2.85 -0.23 -4.89
H -1.88 -0.95 -3.58
H -4.20 3.55 -3.02
H -4.53 2.12 -3.69
C -1.74 1.79 3.65
C -2.55 0.49 3.69
C -3.42 0.34 4.94
O -2.73 0.03 6.13
C -2.19 1.14 6.82
N -1.64 -0.63 3.47
H -0.89 1.74 4.32
H -1.35 1.94 2.64
H -2.36 2.65 3.93
H -3.24 0.50 2.84
H -4.10 -0.51 4.78
H -4.03 1.24 5.08
H -2.86 2.01 6.76
H -1.21 1.44 6.45
H -2.09 0.85 7.87
H -2.14 -1.49 3.33
H -1.06 -0.76 4.29
```

Properties
Gap between HOMO and LUMO ... 6.15 eV
Charge ... -1
HOMO energy ... -3.6 eV
LUMO energy ... 2.58 eV
Energy ... -2030.11083 Eh